1.
A gas-phase ion, C4H9NO2 (charge +1), computed with the ωB97M-V functional and the def2-TZVPD basis.

CARTESIAN COORDINATES (ANGSTROEM)
C: -0.360 1.966 1.224
C: -0.966 0.651 1.470
N: -0.349 -0.555 0.897
C: 0.650 -0.548 -0.135
C: 0.396 -1.455 -1.307
O: 0.787 -0.695 -2.425
O: -1.904 0.409 2.175
H: 0.101 2.215 0.281
H: -1.266 2.599 1.237
H: 0.253 2.399 2.024
H: -1.093 -1.228 0.701
H: 0.786 0.477 -0.521
H: 1.559 -0.893 0.434
H: -0.589 -1.863 -1.440
H: 1.093 -2.355 -1.337
H: 0.901 -1.121 -3.277

Computed properties:
* charge: +1
* E_LUMO (alpha / beta): -3.93 / -8.97 eV
* spin multiplicity: 2



2.
A molecular structure, C42H40AgN7O6S2, computed with the ωB97M-V functional and the def2-TZVPD basis.

CARTESIAN COORDINATES (ANGSTROEM)
Ag: -0.363 -1.019 0.602
C: 0.558 3.254 -1.039
C: -0.128 2.202 -0.175
N: 0.185 0.853 -0.623
C: 1.082 0.689 -1.576
C: 1.722 1.709 -2.255
N: 1.402 3.027 -1.976
C: 1.379 -0.727 -1.929
C: 1.607 -1.088 -3.253
C: 1.853 -2.406 -3.585
C: 1.830 -3.323 -2.543
C: 1.598 -2.901 -1.244
N: 1.384 -1.616 -0.931
C: 1.580 -3.899 -0.131
C: 1.234 -5.230 -0.341
N: 1.168 -6.116 0.647
C: 1.412 -5.652 1.868
C: 1.762 -4.329 2.083
N: 1.869 -3.461 1.090
C: 2.149 -2.822 -4.981
C: 2.505 -1.904 -5.965
C: 2.796 -2.340 -7.247
N: 2.762 -3.616 -7.633
C: 2.413 -4.493 -6.692
C: 2.104 -4.153 -5.386
H: 0.282 4.292 -0.837
H: -0.510 1.862 1.772
H: 2.483 1.530 -3.006
H: 1.546 -0.313 -4.004
H: 2.048 -4.366 -2.726
H: 0.973 -5.593 -1.329
H: 1.314 -6.354 2.688
H: 1.961 -3.954 3.080
H: 2.578 -0.849 -5.739
H: 3.078 -1.624 -8.012
H: 2.376 -5.531 -7.007
H: 1.811 -4.934 -4.696
O: -2.588 -1.078 4.137
S: -2.602 -0.130 3.048
O: -3.303 1.113 3.351
O: -1.290 0.142 2.422
C: -3.657 -0.919 1.789
C: -4.825 -0.211 1.501
C: -5.846 -0.784 0.763
C: -5.723 -2.086 0.300
C: -4.556 -2.790 0.537
C: -3.514 -2.222 1.269
S: -2.008 -3.218 1.226
O: -2.421 -4.587 1.478
O: -1.553 -2.998 -0.166
O: -1.060 -2.695 2.195
H: -4.903 0.793 1.896
H: -6.746 -0.215 0.555
H: -6.530 -2.548 -0.257
H: -4.417 -3.797 0.162
C: -4.434 1.001 -2.488
C: -3.704 1.874 -1.498
C: -4.345 2.908 -0.826
C: -3.655 3.704 0.087
C: -4.366 4.798 0.848
C: -2.306 3.463 0.308
C: -1.644 2.429 -0.350
C: -2.356 1.643 -1.245
N: 0.151 2.436 1.248
C: 1.478 2.255 1.854
C: 1.260 2.547 3.350
C: 2.571 2.462 4.134
C: 3.143 1.047 4.002
C: 3.398 0.742 2.523
C: 4.404 1.751 1.959
C: 3.823 3.164 2.088
C: 3.569 3.476 3.566
C: 2.507 3.252 1.302
C: 2.088 0.840 1.733
H: -5.466 1.330 -2.626
H: -4.448 -0.034 -2.142
H: -3.935 1.019 -3.460
H: -5.401 3.093 -1.010
H: -5.352 4.993 0.422
H: -3.791 5.726 0.827
H: -4.499 4.510 1.895
H: -1.759 4.056 1.034
H: -1.841 0.837 -1.754
H: 0.537 1.820 3.736
H: 0.813 3.542 3.446
H: 2.385 2.687 5.189
H: 2.426 0.324 4.407
H: 4.075 0.956 4.576
H: 3.798 -0.272 2.423
H: 4.601 1.528 0.905
H: 5.356 1.683 2.502
H: 4.533 3.891 1.679
H: 3.164 4.490 3.664
H: 4.510 3.437 4.129
H: 2.701 3.032 0.249
H: 2.094 4.266 1.359
H: 1.371 0.104 2.095
H: 2.284 0.617 0.684

Computed properties:
* charge: -2
* E_LUMO: 3.56 eV
* spin multiplicity: 1



3.
A molecular structure, C5H4N2O, computed with the ωB97M-V functional and the def2-TZVPD basis.

CARTESIAN COORDINATES (ANGSTROEM)
C: -1.481 0.458 -0.557
C: -0.828 1.438 0.354
C: 1.716 -0.962 0.231
C: 0.537 -1.477 -0.501
C: -0.410 -0.377 -0.414
H: -0.400 2.430 0.156
H: -1.138 1.362 1.466
H: 2.654 -1.507 0.134
H: 0.217 -2.640 -0.759
N: 0.340 0.630 0.145
N: 1.435 0.335 0.463
O: -2.644 0.310 -0.718

Computed properties:
* E_LUMO: 0.04 eV
* spin multiplicity: 1



4.
A molecular structure, C37H47F6N4PSbZn, computed with the ωB97M-V functional and the def2-TZVPD basis.

CARTESIAN COORDINATES (ANGSTROEM)
Zn: -0.493 -0.192 -0.752
C: -1.307 -1.668 6.020
C: -0.650 -2.717 5.108
C: 0.761 -3.006 5.618
C: -1.470 -4.015 5.141
C: -0.644 -2.163 3.691
C: -1.841 -1.963 3.003
C: -1.828 -1.418 1.740
N: -0.695 -1.067 1.122
C: 0.475 -1.300 1.738
C: 0.528 -1.821 3.018
C: 1.703 -0.988 0.945
C: 2.959 -1.448 1.300
C: 4.066 -1.163 0.504
C: 3.833 -0.405 -0.646
C: 2.557 0.009 -0.949
N: 1.508 -0.270 -0.167
C: 5.463 -1.674 0.822
C: 5.849 -2.689 -0.267
C: 6.451 -0.499 0.807
C: 5.526 -2.358 2.187
H: -1.337 -2.039 7.045
H: -2.333 -1.457 5.712
H: -0.743 -0.733 6.016
H: 0.701 -3.434 6.618
H: 1.367 -2.100 5.691
H: 1.283 -3.728 4.985
H: -1.417 -4.451 6.139
H: -1.084 -4.748 4.431
H: -2.523 -3.844 4.917
H: -2.791 -2.235 3.441
H: -2.740 -1.270 1.179
H: 1.485 -1.970 3.492
H: 3.075 -2.053 2.185
H: 4.640 -0.152 -1.319
H: 2.345 0.578 -1.845
H: 5.859 -2.233 -1.258
H: 5.156 -3.533 -0.285
H: 6.849 -3.076 -0.068
H: 6.537 -0.044 -0.180
H: 7.441 -0.858 1.086
H: 6.161 0.276 1.520
H: 4.913 -3.261 2.224
H: 5.219 -1.690 2.995
H: 6.554 -2.661 2.388
N: -0.406 0.885 -2.452
C: -0.678 0.888 -3.585
N: -1.006 0.892 -4.827
C: -1.695 2.051 -5.437
C: -0.751 2.756 -6.396
C: -0.176 1.772 -7.415
C: 0.503 0.585 -6.731
C: -0.451 -0.106 -5.773
H: -2.059 2.695 -4.637
H: -2.562 1.647 -5.965
H: 0.061 3.219 -5.826
H: -1.293 3.558 -6.898
H: 0.532 2.282 -8.067
H: -0.983 1.406 -8.058
H: 1.384 0.926 -6.178
H: 0.848 -0.140 -7.469
H: 0.009 -0.905 -5.196
H: -1.309 -0.527 -6.301
F: -2.447 -0.902 -1.248
Sb: -2.118 -2.628 -2.165
F: -3.950 -2.904 -2.188
F: -2.140 -1.634 -3.749
F: -1.533 -4.153 -3.035
F: -0.287 -2.000 -1.907
F: -1.967 -3.379 -0.460
C: 0.124 2.492 1.678
P: -1.294 2.173 0.621
C: -2.744 1.756 1.519
C: -3.867 1.303 0.807
C: -5.006 0.933 1.497
C: -5.022 0.998 2.887
C: -3.902 1.423 3.596
C: -2.754 1.793 2.919
C: -1.513 3.437 -0.579
C: -2.780 3.963 -0.877
C: -2.892 4.965 -1.822
C: -1.758 5.436 -2.477
C: -0.500 4.906 -2.197
C: -0.373 3.901 -1.262
H: 0.263 1.650 2.357
H: -0.053 3.412 2.238
H: 1.020 2.604 1.070
H: -3.836 1.211 -0.273
H: -5.875 0.585 0.957
H: -5.916 0.710 3.425
H: -3.929 1.471 4.676
H: -1.888 2.123 3.477
H: -3.659 3.623 -0.348
H: -3.861 5.395 -2.036
H: -1.854 6.228 -3.208
H: 0.375 5.283 -2.708
H: 0.602 3.474 -1.064

Computed properties:
* charge: +2
* E_LUMO (alpha / beta): -5.40 / -8.77 eV
* spin multiplicity: 2



5.
2 unconnected molecules or ions with the total composition C10H17N3OS, computed with the ωB97M-V functional and the def2-TZVPD basis.

CARTESIAN COORDINATES (ANGSTROEM)
C: 0.474 2.113 -0.880
C: 3.505 0.389 2.056
C: -0.492 1.715 -0.037
C: -0.473 -1.173 -1.539
C: 0.153 -1.523 -0.271
C: -1.115 0.350 -0.043
C: 1.098 -2.443 -0.127
C: -3.300 -0.920 0.552
C: -3.324 1.402 -0.185
C: -2.561 0.450 0.595
N: 4.386 -0.488 -0.859
N: 2.890 0.850 1.054
N: -1.239 -0.139 -1.356
O: -0.290 -0.593 0.648
S: 3.087 0.464 -0.532
H: 0.984 3.031 -0.668
H: 0.707 1.625 -1.794
H: 2.996 0.445 2.958
H: 4.506 -0.089 1.924
H: -0.604 2.246 0.890
H: -0.339 -1.837 -2.362
H: 4.305 -1.455 -0.907
H: 1.335 -3.085 -0.944
H: 1.555 -2.738 0.849
H: -3.340 -1.394 -0.416
H: -4.367 -0.796 0.864
H: -2.970 -1.772 1.169
H: -3.193 1.006 -1.258
H: -2.852 2.415 -0.005
H: -4.319 1.367 0.016
H: -2.560 0.646 1.799
H: 5.358 -0.072 -1.191

Computed properties:
* E_LUMO: 0.44 eV
* SMILES: C=C[C@@]1(C(C)C)N=CC(=C)O1.C=NSN
* spin multiplicity: 1



6.
2 unconnected molecules or ions with the total composition C4H6Cl2NO, computed with the ωB97M-V functional and the def2-TZVPD basis.

CARTESIAN COORDINATES (ANGSTROEM)
C: -0.118 0.231 -0.015
C: 0.703 1.493 0.342
C: 0.349 -0.417 -1.258
C: -0.492 -0.518 1.180
N: -0.469 1.655 -0.170
O: -1.435 2.417 -0.337
Cl: 1.927 2.496 0.685
Cl: -0.118 -3.556 -0.034
H: 1.395 -0.823 -1.183
H: 0.311 0.339 -2.064
H: -0.296 -1.240 -1.526
H: -1.117 -1.327 0.906
H: -1.023 0.141 1.830
H: 0.384 -0.890 1.646

Computed properties:
* charge: -1
* E_LUMO: 2.71 eV
* spin multiplicity: 1



7.
2 unconnected molecules or ions with the total composition C7H16O2, computed with the ωB97M-V functional and the def2-TZVPD basis.

CARTESIAN COORDINATES (ANGSTROEM)
O: -0.714 -2.278 -3.078
O: -2.632 -2.124 -1.902
C: -1.882 -2.569 -2.944
C: -2.690 -3.439 -3.861
H: -2.018 -1.563 -1.356
H: -2.068 -3.791 -4.700
H: -3.545 -2.875 -4.270
H: -3.076 -4.317 -3.316
C: 0.768 -0.115 1.798
C: 2.518 1.450 0.936
C: 0.102 1.893 0.465
C: 0.995 2.173 2.784
C: 1.096 1.350 1.496
H: 0.836 -0.720 0.879
H: -0.255 -0.203 2.203
H: 1.476 -0.521 2.540
H: 2.606 0.862 0.007
H: 2.769 2.501 0.713
H: 3.246 1.062 1.668
H: -0.928 1.828 0.854
H: 0.325 2.949 0.236
H: 0.162 1.311 -0.470
H: -0.024 2.111 3.200
H: 1.706 1.793 3.537
H: 1.229 3.231 2.582

Computed properties:
* E_LUMO: 0.57 eV
* SMILES: CC(C)(C)C.CC(=O)O
* spin multiplicity: 1



8.
2 unconnected molecules or ions with the total composition C3H9IN2, computed with the ωB97M-V functional and the def2-TZVPD basis.

CARTESIAN COORDINATES (ANGSTROEM)
C: 1.323 0.204 -1.405
C: 0.029 0.270 -0.501
C: -0.407 -1.076 0.059
N: -1.857 0.412 2.108
N: -1.979 -0.742 1.413
I: -1.922 -2.603 2.495
H: 1.155 -0.719 -1.856
H: 1.262 0.852 -2.227
H: 2.293 0.230 -1.012
H: -0.790 0.607 -1.184
H: 0.114 1.018 0.185
H: -1.003 -1.688 -0.551
H: 0.256 -1.598 0.749
H: -1.064 0.558 2.621
H: -2.241 1.110 1.441

Computed properties:
* E_LUMO (alpha / beta): -0.20 / -0.20 eV
* spin multiplicity: 1



ΔE to the lowest compared entry with this formula, charge and spin, record by record: 51.65, 0.00, 98.26, 0.00, 115.61, 0.00, 0.00, 87.59 kcal per mole